Arrangement one

C8H14N2O3 in the gas phase, computed with ωB97M-V/def2-TZVPD.

## Properties
Structure (SMILES)   C[C@H](NC(=O)[C@@H]1CCCN1)C(=O)O
HOMO   -9.34 eV
2S+1   1
LUMO   0.3 eV
Total charge   0

Element x y z (Å)
1 C -0.282 1.261 -1.360
2 C -0.099 0.218 -0.343
3 C -1.840 0.937 -1.804
4 C -1.534 -0.157 -2.735
5 C -0.465 0.433 -3.513
6 C -0.212 -0.318 2.135
7 C 1.310 -0.331 2.647
8 C -0.930 -1.638 2.001
9 H 1.373 0.553 -2.679
10 H -0.371 2.274 -0.963
11 H -2.130 1.970 -2.219
12 H -2.507 0.803 -0.920
13 H -1.116 -1.135 -2.106
14 H -2.382 -0.600 -3.308
15 H -0.977 1.245 -4.074
16 H 0.151 -0.314 -4.191
17 H -0.405 1.682 1.342
18 H -0.687 0.203 3.012
19 H -0.643 -2.265 2.902
20 H -1.947 -1.382 1.988
21 H -0.732 -2.202 1.099
22 H 1.584 -0.749 0.814
23 N 0.431 1.129 -2.620
24 N -0.303 0.548 0.968
25 O 0.421 -0.882 -0.592
26 O 1.598 -0.474 3.852
27 O 2.257 -0.424 1.577

---

Arrangement two

C8H14N2O3 in the gas phase, computed with ωB97M-V/def2-TZVPD.

## Properties
Structure (SMILES)   C[C@H](NC(=O)[C@@H]1CCCN1)C(=O)O
HOMO   -9.30 eV
2S+1   1
LUMO   0.6 eV
Total charge   0

Element x y z (Å)
1 C 1.904 -1.026 -0.058
2 C 0.441 -0.882 0.080
3 C 2.477 -0.168 1.027
4 C 1.906 1.195 0.604
5 C 1.971 1.170 -0.906
6 C -1.860 -0.355 -0.827
7 C -1.977 0.898 0.106
8 C -2.689 -1.536 -0.325
9 H 3.237 -0.289 -1.557
10 H 2.218 -2.058 -0.140
11 H 2.273 -0.394 2.039
12 H 3.530 -0.087 0.922
13 H 2.467 2.134 0.914
14 H 0.921 1.184 1.087
15 H 2.754 1.770 -1.249
16 H 0.947 1.489 -1.218
17 H -0.018 -0.444 -1.862
18 H -2.209 0.230 -1.684
19 H -1.971 -2.290 0.029
20 H -3.200 -1.963 -1.265
21 H -3.507 -1.412 0.614
22 H -1.243 -0.237 1.346
23 N 2.302 -0.171 -1.248
24 N -0.401 -0.547 -0.892
25 O 0.070 -1.175 1.231
26 O -2.563 1.964 -0.211
27 O -1.575 0.663 1.329

---

Each structure's energy above the most stable one, in kJ/mol: arrangement one 88.2; arrangement two 0.0.

---

Arrangement one

2 unconnected molecules or ions with the total composition C8H16N2O, computed with ωB97M-V/def2-TZVPD.

## Properties
Structure (SMILES)   [H]/N=C/NCC=C.COC1CC1
HOMO   -8.76 eV
2S+1   1
LUMO   1.0 eV
Total charge   0

Element x y z (Å)
1 C -4.268 -1.232 -0.842
2 C -2.807 0.421 -0.010
3 C -2.700 0.183 1.512
4 C -1.474 0.565 0.707
5 C 4.509 -1.310 -0.575
6 C 3.837 -0.859 0.470
7 C 2.314 -0.813 0.523
8 C 1.705 1.263 -0.661
9 H -4.819 -1.072 0.106
10 H -4.850 -0.706 -1.629
11 H -4.250 -2.319 -1.043
12 H -3.279 1.322 -0.458
13 H -3.221 0.845 2.214
14 H -2.682 -0.859 1.886
15 H -1.036 1.561 0.786
16 H -0.681 -0.167 0.480
17 H 5.600 -1.302 -0.606
18 H 4.025 -1.747 -1.432
19 H 4.343 -0.564 1.374
20 H 1.938 -1.463 -0.311
21 H 1.987 -1.279 1.479
22 H 1.086 0.809 1.220
23 H 2.377 0.871 -1.437
24 H 1.084 2.753 -1.636
25 N 1.689 0.509 0.457
26 N 1.050 2.357 -0.700
27 O -2.937 -0.756 -0.754

---

Arrangement two

C8H16N2O in the gas phase, computed with ωB97M-V/def2-TZVPD.

## Properties
HOMO (spin up / spin down)   -7.43 / -7.02 eV
2S+1   1
LUMO (spin up / spin down)   0.8 / 0.8 eV
Total charge   0

Element x y z (Å)
1 C 0.151 0.387 -0.304
2 C -0.386 1.528 -0.224
3 C -0.990 -0.813 -0.753
4 C -0.820 2.896 -0.012
5 C 1.707 -0.758 1.199
6 C 1.963 -0.950 -1.269
7 C -2.298 -1.448 1.142
8 C 1.549 -0.064 -0.139
9 N -2.776 0.462 -0.238
10 N -2.132 -0.727 -0.118
11 O -1.059 -0.864 -2.094
12 H -0.551 -1.722 -0.484
13 H -1.725 2.778 0.665
14 H -1.198 3.267 -0.936
15 H -0.046 3.696 0.405
16 H 2.644 -0.547 1.634
17 H 1.450 -1.893 1.077
18 H 1.006 -0.305 2.010
19 H 1.161 -1.719 -1.453
20 H 2.782 -1.572 -0.951
21 H 2.249 -0.438 -2.115
22 H -2.978 -0.843 1.644
23 H -2.737 -2.540 0.841
24 H -1.343 -1.670 1.518
25 H 2.181 0.776 -0.016
26 H -2.602 0.736 -1.155
27 H -1.585 -0.081 -2.369

---

Each structure's energy above the most stable one, in kJ/mol: arrangement one 0.0; arrangement two 360.1.

---

Arrangement one

C21H28N4O3S in the gas phase, computed with ωB97M-V/def2-TZVPD.

## Properties
Structure (SMILES)   CCCSCCCNC(=O)Cn1nc(CC)n2c(cc3c(OC)cccc32)c1=O
HOMO   -7.91 eV
2S+1   1
LUMO   0.4 eV
Total charge   0

Element x y z (Å)
1 C 0.692 3.220 -0.758
2 C 1.393 2.761 0.514
3 C 0.451 2.696 1.704
4 H 0.998 2.407 2.602
5 H -0.043 3.656 1.866
6 S -0.877 1.463 1.456
7 C -1.815 1.728 3.007
8 C -1.162 1.170 4.267
9 H -1.688 1.588 5.128
10 H -0.120 1.492 4.327
11 C -1.221 -0.355 4.359
12 N -0.375 -0.977 3.372
13 C 0.499 -1.955 3.654
14 O 0.672 -2.412 4.764
15 C 1.294 -2.480 2.451
16 N 0.872 -1.968 1.171
17 C 1.675 -1.108 0.456
18 O 2.765 -0.751 0.866
19 C 1.084 -0.682 -0.800
20 C 1.614 0.118 -1.773
21 C 0.614 0.272 -2.762
22 C 0.608 1.007 -3.963
23 C -0.538 0.974 -4.732
24 C -1.650 0.237 -4.318
25 C -1.671 -0.482 -3.145
26 C -0.524 -0.465 -2.353
27 N -0.220 -1.055 -1.145
28 C -0.898 -1.906 -0.297
29 N -0.366 -2.343 0.779
30 C -2.310 -2.327 -0.554
31 C -3.274 -1.205 -0.162
32 H -3.195 -1.012 0.905
33 H -4.298 -1.493 -0.389
34 H -3.042 -0.283 -0.689
35 H -2.503 -3.201 0.067
36 H -2.438 -2.609 -1.598
37 H -2.561 -1.021 -2.874
38 H -2.528 0.238 -4.947
39 H -0.599 1.517 -5.662
40 O 1.743 1.694 -4.250
41 C 1.786 2.445 -5.439
42 H 1.023 3.230 -5.444
43 H 1.660 1.809 -6.320
44 H 2.774 2.902 -5.463
45 H 2.597 0.541 -1.782
46 H 1.215 -3.570 2.459
47 H 2.343 -2.197 2.582
48 H -0.465 -0.621 2.430
49 H -0.872 -0.693 5.338
50 H -2.258 -0.690 4.223
51 H -1.961 2.806 3.094
52 H -2.782 1.257 2.835
53 H 2.197 3.459 0.763
54 H 1.843 1.779 0.359
55 H 0.291 4.224 -0.633
56 H -0.128 2.548 -1.002
57 H 1.388 3.225 -1.592

---

Arrangement two

C21H28N4O3S in the gas phase, computed with ωB97M-V/def2-TZVPD.

## Properties
Structure (SMILES)   C=CCNC(=S)N1CCN(CC/N=C/C2=C(O)C[C@H](c3ccco3)CC2=O)CC1
HOMO   -7.92 eV
2S+1   1
LUMO   0.7 eV
Total charge   0

Element x y z (Å)
1 C -2.253 -5.087 -1.636
2 C -2.560 -4.243 -0.669
3 C -1.722 -3.062 -0.294
4 N -2.536 -1.869 -0.212
5 C -2.483 -0.967 0.782
6 N -3.403 0.038 0.808
7 C -3.173 1.173 1.683
8 C -2.279 2.183 0.966
9 N -2.892 2.597 -0.288
10 C -2.202 3.673 -0.967
11 H -1.922 4.405 -0.207
12 H -2.914 4.142 -1.654
13 C -0.942 3.306 -1.795
14 N -0.011 2.574 -0.994
15 C 0.282 1.366 -1.279
16 C 1.042 0.532 -0.384
17 C 1.533 1.043 0.795
18 O 1.398 2.308 1.121
19 H 0.848 2.754 0.400
20 C 2.237 0.186 1.790
21 H 2.955 0.791 2.345
22 C 2.912 -1.006 1.098
23 C 4.040 -0.537 0.232
24 C 4.204 -0.480 -1.120
25 C 5.484 0.088 -1.342
26 C 6.000 0.334 -0.110
27 O 5.136 -0.040 0.848
28 H 6.933 0.754 0.208
29 H 5.946 0.281 -2.288
30 H 3.512 -0.802 -1.871
31 C 1.856 -1.756 0.297
32 C 1.153 -0.884 -0.718
33 O 0.659 -1.359 -1.726
34 H 2.274 -2.626 -0.211
35 H 1.078 -2.106 0.984
36 H 3.327 -1.664 1.870
37 H 1.486 -0.186 2.496
38 H -0.080 0.874 -2.189
39 H -0.471 4.245 -2.103
40 H -1.233 2.748 -2.698
41 C -3.227 1.473 -1.144
42 H -2.338 0.920 -1.488
43 C -4.115 0.494 -0.371
44 H -5.014 1.011 -0.025
45 H -4.428 -0.332 -1.009
46 H -3.761 1.858 -2.017
47 H -1.299 1.708 0.824
48 H -2.147 3.068 1.590
49 H -4.142 1.614 1.925
50 H -2.689 0.829 2.597
51 S -1.357 -1.136 1.997
52 H -3.169 -1.733 -0.983
53 H -0.914 -2.913 -1.020
54 H -1.280 -3.215 0.697
55 H -3.457 -4.375 -0.078
56 H -2.869 -5.939 -1.867
57 H -1.360 -4.963 -2.227

---

Each structure's energy above the most stable one, in kJ/mol: arrangement one 0.0; arrangement two 159.4.